A single C6H6O molecule, computed with ωB97M-V/def2-TZVPD.

```
13
Properties=species:S:1:pos:R:3:mulliken_charge:R:1
C -2.70526 -0.85188 0.12055 -0.035
C -1.54426 -0.52164 0.03457 -0.951
C -0.17986 -0.04761 -0.00384 0.564
C 0.42203 0.71238 1.15802 -0.398
O 1.78259 0.31638 0.88222 -0.403
C 1.44745 -0.45039 -0.22784 -0.193
C 0.62441 0.21780 -1.23779 -0.482
H -3.72469 -1.17646 0.20462 0.426
H 0.06582 0.31219 2.11465 0.312
H 0.37110 1.80312 1.15684 0.233
H 2.25193 -1.12671 -0.53899 0.407
H 0.92251 1.20348 -1.57373 0.218
H 0.34362 -0.48713 -2.02290 0.302
```

Its SMILES is C#C[C@@]12CO[C@@H]1C2. The calculation puts the energy relative to the best compared isomer or geometry (same formula, charge and spin) at 106.9 kcal per mole. Its net charge is 0. Its LUMO energy is 0.0387 Ha. The calculation puts the frontier orbital gap at 0.3543 hartree.

An isolated ion of composition C6H8NS and charge -1, computed with ωB97M-V/def2-TZVPD.

```
16
Properties=species:S:1:pos:R:3:mulliken_charge:R:1
C 0.35322 0.27454 -0.17861 -1.153
C 0.12865 0.36866 1.27845 1.176
C -0.37814 -0.62852 -1.00861 0.897
C -0.97853 -0.08512 1.89734 -0.346
C 0.94895 1.45351 1.99116 -1.497
C 0.03282 -0.92096 -2.42092 -1.214
N -1.46968 -1.19892 -0.57693 -0.742
S -2.02662 -0.59814 2.97027 -0.469
H 1.29356 0.58171 -0.58500 0.199
H 2.01228 1.17704 2.19513 0.251
H 1.09443 2.14085 1.22835 0.408
H 0.46568 1.79173 2.76783 0.491
H -0.20197 0.01600 -3.07348 0.184
H 1.17080 -0.92894 -2.36431 0.232
H -0.38684 -1.82253 -2.75772 0.458
H -2.05860 -1.62090 -1.36295 0.125
```

The calculation puts the energy relative to the best compared isomer or geometry (same formula, charge and spin) at 64.9 kcal per mole. Its net charge is -1. Its LUMO energy is 0.1343 Ha. The calculation puts the frontier orbital gap at 0.1961 hartree.

C21H48IrN4O3Sb as an isolated structure, computed with ωB97M-V/def2-TZVPD.

```
78
Properties=species:S:1:pos:R:3:lowdin_spin:R:1
Ir -1.02276 0.08870 1.09733 2.358
C -0.75053 -4.82884 -1.21895 0.003
N -0.10475 -3.66177 -0.59161 0.025
C 1.35766 -3.78631 -0.44599 0.002
C -0.73767 -2.59503 -0.20527 0.013
O -0.11010 -1.61350 0.33708 0.132
C -2.24791 -2.51144 -0.36058 0.004
O -2.69671 -1.18686 -0.07106 0.063
C -3.26221 -0.43800 -1.14212 0.003
C -2.38142 0.74232 -1.49773 0.012
O -1.47981 1.14408 -0.68113 0.139
N -2.61420 1.36691 -2.61785 0.021
C -1.84788 2.56091 -3.00469 0.005
C -3.64840 0.92453 -3.57812 0.003
H -0.41563 -4.91578 -2.25114 0.001
H -1.83246 -4.77277 -1.19215 0.000
H -0.44296 -5.72307 -0.68148 0.001
H 1.80436 -3.86039 -1.43608 0.001
H 1.57817 -4.69872 0.10427 0.001
H 1.76156 -2.93109 0.07897 0.000
H -2.71923 -3.18579 0.35581 0.000
H -2.55704 -2.80667 -1.36074 0.001
H -4.22691 -0.04890 -0.80800 0.000
H -3.44605 -1.07205 -2.00755 0.001
H -1.09818 2.78154 -2.25520 0.009
H -2.52848 3.40509 -3.10340 0.001
H -1.37136 2.37987 -3.96639 0.000
H -4.60784 0.76579 -3.08931 0.000
H -3.33655 0.01935 -4.09783 0.001
H -3.77821 1.71010 -4.31588 0.000
N -3.63825 0.84776 5.36303 0.000
C -2.52342 -0.16416 5.37088 0.003
C -2.13913 -0.52547 3.94179 0.016
N -1.73199 0.66915 3.14053 0.064
C -2.83607 1.67154 3.15986 0.015
C -3.24210 2.06827 4.57582 0.004
H -3.89331 1.10490 6.32254 0.000
H -4.47999 0.42999 4.95406 0.000
H -2.84989 -1.04772 5.91642 0.000
H -1.68859 0.28018 5.91278 0.000
H -2.97802 -0.99628 3.42545 0.001
H -1.32236 -1.24392 3.97573 0.004
H -0.91773 1.08713 3.59026 0.006
H -3.68638 1.24166 2.62627 0.001
H -2.53298 2.56936 2.62452 0.003
H -4.08209 2.76013 4.55055 0.000
H -2.42299 2.54487 5.11437 0.000
C 0.87294 5.80321 -1.65375 0.009
C 1.89181 5.43213 -0.58819 0.072
C 3.19680 6.20400 -0.67648 0.025
Sb 2.31678 3.26802 -0.69805 0.571
C 4.42858 2.70589 -1.38521 0.103
C 5.42035 3.56740 -0.63953 0.040
C 4.43791 2.84889 -2.89032 0.007
C 2.01697 2.75962 1.40616 0.066
C 3.22596 3.28396 2.19069 0.032
C 1.81821 1.27327 1.71055 0.075
H 0.60691 6.85669 -1.53394 -0.001
H -0.04958 5.22692 -1.57481 0.004
H 1.28143 5.69461 -2.65882 0.001
H 1.46319 5.45875 0.41575 0.003
H 3.64007 6.14794 -1.67173 0.001
H 3.93186 5.90422 0.06852 0.001
H 2.97487 7.25989 -0.49131 0.009
H 4.41874 1.66923 -1.05310 0.001
H 5.42190 4.59648 -0.98824 0.001
H 6.41269 3.15829 -0.86830 0.014
H 5.32084 3.53776 0.44165 0.003
H 4.37083 3.89053 -3.20493 0.000
H 3.66221 2.26696 -3.38420 0.004
H 5.39989 2.47191 -3.25250 0.002
H 1.12442 3.33054 1.67367 0.000
H 4.09684 2.64291 2.05056 0.000
H 3.00039 3.28931 3.26008 0.007
H 3.49595 4.30483 1.91694 0.003
H 2.59646 0.65167 1.26757 0.003
H 0.84244 0.79142 1.39185 0.028
H 1.85637 1.11018 2.79291 0.000
```

Its net charge is +4. Its LUMO energy (alpha / beta) is -0.3749 / -0.4435 Ha. As for the expectation value of S²: 6.01. Its multiplicity is 5. The calculation puts the frontier orbital gap (alpha / beta) at 0.3023 / 0.2450 hartree.